Entry 1:
Density functional theory data (wB97M-V/def2-TZVPD) for the molecule C5H9NO.

Frontier orbital gap (spin up / spin down), eV: 8.313 / 7.901
E_HOMO (spin up / spin down), eV: -8.976 / -8.258
Multiplicity: 1
ΔE to the lowest compared entry with this formula, charge and spin, kJ/mol: 533.1
Strongest force on any atom, hartree/bohr: 0.0385

Element x y z (Å)
1 C -0.70284 -1.30106 0.98637
2 C 0.42438 -1.10757 -0.00650
3 N 0.22824 -1.63014 -1.23219
4 C 0.34501 0.48651 -0.65839
5 C -0.79360 1.31101 -0.66104
6 C 0.62490 1.65025 0.40673
7 O 1.51050 2.45940 0.18686
8 H -1.66571 -1.23512 0.47260
9 H -0.61495 -2.30240 1.41977
10 H -0.66469 -0.57513 1.80632
11 H 1.41899 -1.15239 0.45926
12 H 1.13313 -1.74687 -1.69463
13 H 1.04489 0.61190 -1.47990
14 H -1.54433 1.22040 0.11905
15 H -1.06786 1.90736 -1.52934
16 H 0.24189 1.41428 1.41338

Cartesian forces (eV/Å) of the 2 atoms listed first:
0.0 -0.1 0.0
-0.1 1.9 0.6

=====

Entry 2:
Density functional theory data (wB97M-V/def2-TZVPD) for a cluster of 5 separate species, C25H42BrN4O9PS in total.

Frontier orbital gap, eV: 6.823
E_HOMO, eV: -8.416
Multiplicity: 1
ΔE to the lowest compared entry with this formula, charge and spin, kJ/mol: 1035.3
Strongest force on any atom, hartree/bohr: 0.1864

Element x y z (Å)
1 C -4.53796 2.42376 1.58860
2 C -3.34672 2.19169 2.73915
3 N -2.03281 2.39024 2.01684
4 C -1.37643 1.08887 1.61325
5 C -0.03373 1.59404 0.82105
6 C -0.29998 2.25735 -0.65366
7 C -1.55727 3.21462 -1.08868
8 N 0.66386 2.02096 -1.63851
9 C -2.30111 -0.12064 0.96205
10 N -2.47363 -0.15566 -0.55247
11 C -3.34143 -1.14542 -0.94315
12 S -4.24281 -2.59717 -1.14371
13 C -1.72001 -1.57376 1.55343
14 P -0.17402 -2.34021 0.73115
15 O -0.30477 -4.07634 0.58370
16 O 0.24967 -1.56710 -0.77057
17 C -1.07190 -0.93808 2.95058
18 C -0.77009 -2.07020 4.09689
19 O 0.05503 -3.13693 3.94555
20 O -1.40256 -1.96099 5.44805
21 N -0.89407 0.42527 2.91804
22 C -0.26371 1.03304 4.15152
23 C 1.38979 0.99019 3.90283
24 O 2.09394 2.15059 3.97285
25 Br 2.44134 -0.66275 3.50090
26 H -5.20754 3.35858 1.80769
27 H -3.99304 2.57121 0.54212
28 H -5.13606 1.41217 1.49676
29 H -3.48121 1.12667 3.20583
30 H -3.50551 3.03545 3.53363
31 H -1.38535 3.04135 2.51211
32 H 0.50945 2.38158 1.49655
33 H 0.70370 0.67074 0.70779
34 H -1.31931 3.95721 -1.97784
35 H -1.86975 3.90703 -0.17348
36 H -2.49134 2.51982 -1.31222
37 H 1.43198 1.42289 -1.25485
38 H -3.43688 -0.20537 1.31480
39 H -2.64078 -2.27207 1.82947
40 H -1.14931 -4.26911 0.07729
41 H -0.39587 -1.83606 -1.50584
42 H -0.56644 0.49893 5.16616
43 H -0.51163 2.17863 4.31329
44 C 4.60513 -3.19478 -1.13024
45 C 4.08415 -1.83310 -1.50498
46 O 4.14926 -0.88679 -0.72200
47 C 3.48052 -1.67405 -2.87480
48 H 5.01190 -3.16064 -0.11393
49 H 3.79163 -3.92412 -1.15699
50 H 5.40298 -3.48916 -1.81657
51 H 2.61690 -2.33562 -2.97925
52 H 4.22826 -1.90067 -3.63884
53 H 3.14723 -0.63918 -3.00650
54 C 0.10020 -6.42508 -2.53385
55 C -0.93637 -5.43278 -2.98867
56 O -1.73834 -4.93919 -2.19745
57 C -0.95369 -5.06772 -4.44898
58 H -0.00605 -6.59293 -1.45679
59 H -0.04376 -7.37656 -3.05192
60 H 1.10123 -6.03276 -2.72959
61 H -1.14464 -5.95872 -5.05236
62 H 0.00035 -4.61493 -4.73002
63 H -1.75348 -4.34235 -4.63218
64 C -0.04051 -0.07643 -4.66732
65 C 0.35722 -0.84557 -5.89868
66 O -0.17242 -1.91953 -6.17956
67 C 1.42798 -0.24980 -6.77311
68 H -0.82283 -0.62604 -4.13307
69 H 0.82167 0.03670 -4.00530
70 H -0.43316 0.90298 -4.95168
71 H 2.35558 -0.14443 -6.20490
72 H 1.10075 0.72185 -7.15128
73 H 1.61200 -0.91351 -7.62458
74 C 1.80538 7.29182 4.66755
75 C 1.23696 5.91518 4.88618
76 O 0.03527 5.74476 5.08545
77 C 2.19571 4.75515 4.85148
78 H 0.99818 8.03021 4.71963
79 H 2.53806 7.51918 5.44596
80 H 2.26914 7.34974 3.67970
81 H 2.94576 4.86950 5.63810
82 H 2.67684 4.70006 3.87184
83 H 1.64536 3.82428 5.02461

Cartesian forces (eV/Å) of the 2 atoms listed first:
0.7 -0.8 -0.4
-1.5 1.1 -0.9

=====

Entry 3:
Density functional theory data (wB97M-V/def2-TZVPD) for the molecule C3H6FN.

Frontier orbital gap (spin up / spin down), eV: 10.275 / 8.589
E_HOMO (spin up / spin down), eV: -9.713 / -8.261
Multiplicity: 1
ΔE to the lowest compared entry with this formula, charge and spin, kJ/mol: 456.2
Strongest force on any atom, hartree/bohr: 0.1263

Element x y z (Å)
1 C 0.89411 1.04864 -0.55021
2 C -0.17129 0.05760 -0.14777
3 C -0.02891 -0.93350 0.92801
4 N -1.66481 0.30489 -1.10663
5 F -2.60660 -0.59801 -0.79481
6 H 0.54472 2.08082 -0.52800
7 H 1.77519 0.78606 0.16491
8 H 1.10886 0.85465 -1.63804
9 H 0.31131 -0.48088 1.80617
10 H 0.72869 -1.69103 0.69620
11 H -0.89127 -1.42923 1.17018

Cartesian forces (eV/Å) of the 2 atoms listed first:
0.3 -1.8 0.1
-5.0 1.5 -3.4

=====

Entry 4:
Density functional theory data (wB97M-V/def2-TZVPD) for a structure of composition C30H46BrCdN3P2.

Total charge: +2
Frontier orbital gap (spin up / spin down), eV: 3.661 / 2.929
E_HOMO (spin up / spin down), eV: -11.741 / -11.734
Multiplicity: 1
ΔE to the lowest compared entry with this formula, charge and spin, kJ/mol: 305.7
Strongest force on any atom, hartree/bohr: 0.0529

Element x y z (Å)
1 N 5.17384 3.55026 -3.85989
2 C 5.74363 2.73465 -2.97293
3 C 5.03514 2.21002 -1.88513
4 C 3.64539 2.47642 -1.78689
5 C 3.09311 3.43051 -2.69131
6 C 3.90960 3.94571 -3.70849
7 C 2.79115 1.64811 -0.94785
8 Cd 0.62986 0.29916 0.12258
9 P -3.18851 -2.68488 -0.51091
10 C 1.66553 1.02949 -1.60764
11 C 1.94832 -0.11947 -2.52640
12 C 1.24662 -0.22372 -3.74106
13 C 1.05017 -1.45196 -4.34788
14 C 1.57889 -2.59768 -3.71495
15 C 2.63686 -2.43111 -2.79942
16 C 2.81358 -1.18102 -2.20125
17 Br 0.52529 -4.08955 -3.55193
18 H 3.09821 1.46716 0.10156
19 H 0.95403 1.76366 -2.03289
20 H 5.48616 1.45153 -1.24205
21 H 2.02950 3.67891 -2.68215
22 H 6.78038 2.44094 -3.15593
23 H 3.49791 4.65914 -4.43451
24 H 0.78765 0.67813 -4.15139
25 H 3.60106 -1.05091 -1.45209
26 H 0.43615 -1.53961 -5.24351
27 H 3.21411 -3.29210 -2.47545
28 P -1.30063 1.94222 1.14558
29 C -1.61434 -3.30706 -1.15624
30 C -1.95336 -4.62580 -1.87501
31 H -0.91198 -3.46460 -0.31977
32 H -1.21420 -2.53910 -1.83946
33 H -1.05522 -5.24264 -1.97934
34 H -2.69836 -5.20782 -1.31391
35 H -2.35938 -4.42032 -2.87496
36 C -3.60942 -1.18649 -1.43653
37 C -5.09308 -1.22145 -1.83018
38 H -2.96989 -1.16628 -2.33097
39 H -3.36858 -0.32255 -0.80168
40 H -5.32521 -0.41078 -2.52704
41 H -5.35669 -2.16482 -2.32573
42 H -5.74593 -1.10838 -0.95706
43 C -2.93040 -2.28313 1.23142
44 C -3.75037 -3.23799 2.11386
45 H -3.23957 -1.23491 1.36323
46 H -1.85170 -2.36936 1.42929
47 H -3.84168 -2.83005 3.12394
48 H -4.76644 -3.38335 1.72114
49 H -3.26100 -4.21661 2.19740
50 C -1.98998 1.44919 2.78119
51 C -2.33316 2.53362 3.80396
52 H -1.25954 0.74959 3.21549
53 H -2.89984 0.86829 2.56178
54 H -1.44130 2.96185 4.27809
55 H -2.91092 3.36112 3.37711
56 H -2.94823 2.09223 4.60091
57 C -2.85854 2.33894 0.20803
58 C -2.63975 2.77470 -1.24679
59 H -3.41466 3.12483 0.75385
60 H -3.47968 1.42247 0.25614
61 H -2.12882 3.75154 -1.27809
62 H -2.07335 2.01552 -1.81640
63 H -3.62162 2.90199 -1.72880
64 C -0.58388 3.60749 1.49782
65 C 0.78621 3.56429 2.17823
66 H -1.28993 4.17270 2.13068
67 H -0.50378 4.15402 0.54350
68 H 1.34633 4.47614 1.92838
69 H 0.70934 3.52773 3.27358
70 H 1.39610 2.70960 1.85769
71 N 3.54155 -2.51360 5.03170
72 C 2.81517 -1.95781 4.03017
73 C 2.03474 -0.80540 4.26987
74 C 1.39349 -0.20501 3.19841
75 N 1.49714 -0.68166 1.92427
76 C 2.15849 -1.85783 1.70879
77 C 2.83908 -2.51002 2.72691
78 H 3.53737 -2.10405 5.95389
79 H 4.12759 -3.32370 4.88096
80 H 1.92220 -0.39989 5.27612
81 H 0.74912 0.66920 3.34957
82 H 2.14625 -2.25054 0.68637
83 H 3.41055 -3.41808 2.52844

Cartesian forces (eV/Å) of the 2 atoms listed first:
0.3 0.3 0.0
-0.6 -0.2 0.2

=====

Which value of ΔE to the lowest compared entry with this formula, charge and spin does entry 2 give? 1035.3 kJ/mol

=====

ΔE to the lowest compared entry with this formula, charge and spin of number 2 (C25H42BrN4O9PS)? 1035.3 kJ/mol